Entry 1:
Below is the molecule C24H26FN3O5S in a non-equilibrium geometry, with properties calculated with ωB97M-V/def2-TZVPD.

CARTESIAN COORDINATES (ANGSTROEM)
C 1.22946 4.83565 0.23102
C 1.79084 3.38521 0.18238
C 0.81418 2.27067 -0.64578
C -0.59382 2.19406 0.35887
O -0.52820 1.87515 1.55134
N -1.72396 2.40846 -0.47089
C -2.84512 1.99958 0.20184
C -3.53967 0.91525 -0.56631
C -3.28664 0.36652 -1.76122
C -4.58350 -0.45055 -1.90888
C -5.38556 -0.10091 -1.11851
O -4.92559 0.85374 -0.29528
N 1.33442 1.05016 -0.71486
C 0.70440 0.27266 -1.56625
O -0.17910 0.85946 -2.48174
C 1.29636 -0.95918 -2.13487
N 1.80283 -1.76548 -0.87676
S 0.70271 -2.79507 -0.37974
O 1.48869 -3.73648 0.31253
O 0.13585 -3.74644 -1.65943
C -0.41933 -2.08051 0.65268
C -1.77496 -2.14758 0.10653
C -2.75519 -1.54116 1.18695
C -2.24339 -1.06656 2.29768
C -3.39014 -0.13612 3.29727
C -0.97141 -1.00726 2.68610
C 0.08921 -1.49136 1.73560
C 2.50042 0.82479 -0.03945
C 2.34941 0.56981 1.26601
C 3.50289 0.24933 2.17046
C 4.66761 -0.18382 1.52462
C 4.79245 0.01408 0.17995
C 3.77397 0.67669 -0.53268
F 3.90805 0.63371 -2.07836
H 1.21589 5.15207 -0.88844
H 2.01081 5.61440 0.62362
H 0.35554 4.86950 0.92814
H 1.77292 3.13020 1.30641
H 2.74274 3.47898 -0.25317
H 0.37915 2.93320 -1.23372
H -1.38660 2.27255 -1.41869
H -3.46653 3.13771 0.36587
H -2.80807 1.73980 1.13166
H -2.24837 0.17788 -2.03712
H -4.46850 -1.33691 -2.63177
H -6.23511 -0.41224 -1.02316
H 2.09113 -0.90004 -2.64058
H 0.58678 -1.58053 -2.47482
H 2.75347 -1.88666 -0.91245
H -2.04729 -2.78217 -0.69463
H -3.64475 -1.47772 0.77585
H -3.52558 -0.77211 4.03325
H -2.91689 0.73565 3.72516
H -4.19205 0.16903 2.36439
H -0.66106 -0.49060 3.43314
H 0.99584 -1.63341 2.18590
H 1.51170 0.73599 2.01656
H 3.25430 0.24296 3.31519
H 5.51977 -0.31768 2.15576
H 5.76439 -0.08069 -0.05414

## Properties
- highest occupied orbital energy (eV) = -9.001
- net charge = 0
- energy above the lowest of the compared OMol25 structures with the same formula, charge and spin (kJ/mol) = 1856.9
- SMILES string = CC[C@H](C(=O)NCc1ccco1)N(C(=O)CNS(=O)(=O)c1ccc(C)cc1)c1ccccc1F
- orbital gap (eV) = 8.7

---

Entry 2:
Below is C20H29As2F6HfN4O8S3 as an isolated structure in a non-equilibrium geometry, with properties calculated with ωB97M-V/def2-TZVPD.

CARTESIAN COORDINATES (ANGSTROEM)
Hf -1.12450 0.05189 1.10666
C -0.60038 -2.27764 -2.25003
As 0.04211 -0.72856 -1.28042
C 1.96833 -0.85072 -1.49514
C -0.53951 0.74038 -2.42379
C 0.13992 0.84452 -3.63677
C -0.23099 1.79284 -4.58141
C -1.28906 2.64484 -4.32083
C -1.97195 2.55217 -3.11494
C -1.61149 1.61009 -2.15386
As -2.73114 1.54724 -0.56221
C -4.41038 0.87209 -1.23409
C -3.08222 3.38408 -0.08642
H -0.27885 -2.12734 -3.28024
H -1.68342 -2.34584 -2.21147
H -0.15089 -3.18507 -1.85041
H 2.14452 -1.37603 -2.43278
H 2.40016 -1.43452 -0.68476
H 2.43966 0.12826 -1.52264
H 0.97024 0.18895 -3.87267
H 0.30329 1.85551 -5.51977
H -1.58988 3.38154 -5.05345
H -2.79712 3.23374 -2.94665
H -4.79070 1.60461 -1.94559
H -5.12840 0.74905 -0.42494
H -4.25705 -0.07853 -1.73935
H -3.62688 3.83902 -0.91225
H -2.15055 3.91691 0.08471
H -3.71177 3.41946 0.80163
F -1.94992 -3.61518 0.51945
C -2.93639 -2.81966 0.83176
F -4.07341 -3.43352 0.89369
F -2.97918 -1.80998 -0.08584
S -2.60927 -1.91020 2.45743
O -3.00660 -0.49034 2.05662
O -3.21742 -2.50539 3.57074
N -0.96619 -1.83716 2.32123
S -0.08755 -0.93644 3.58263
O -0.52704 0.42600 3.11114
O -0.39329 -1.46362 4.84345
C 1.60429 -1.38788 2.68212
F 1.42532 -2.46544 1.97300
F 2.59165 -1.52165 3.48680
F 1.71959 -0.33167 1.86308
C 5.11432 1.36983 5.88775
C 3.62826 1.13582 6.12965
S 2.65027 1.40271 4.66333
O 1.51709 0.46732 4.71710
O 3.45637 1.38235 3.46848
C 1.92718 3.04459 4.81735
C 1.86735 3.84322 3.51087
N 1.33944 3.13571 2.32294
C 0.06741 2.78118 2.11455
N -0.05985 2.07565 0.96646
C 1.20995 2.03749 0.41107
C 2.06240 2.67403 1.23513
N 3.48763 2.83154 0.98892
O 4.07484 3.70860 1.57059
O 3.90758 2.14341 0.08592
C -1.05731 3.22141 2.97714
H 5.61751 1.38058 6.85283
H 5.30356 2.32418 5.39748
H 5.54161 0.57720 5.27950
H 3.22091 1.80235 6.89249
H 3.38727 0.11161 6.41777
H 2.55665 3.62965 5.49037
H 0.96525 2.89391 5.30484
H 2.85982 4.18049 3.23348
H 1.24588 4.72381 3.67416
H 1.41325 1.64444 -0.56748
H -1.23678 4.28793 2.81729
H -0.85862 3.05915 4.03390
H -1.97769 2.69428 2.72544

## Properties
- highest occupied orbital energy (eV) = -17.849
- net charge = +3
- energy above the lowest of the compared OMol25 structures with the same formula, charge and spin (kJ/mol) = 50.6
- orbital gap (eV) = 7.6

---

Entry 3:
Below is C30H32MnN7Si as an isolated structure, with properties calculated with ωB97M-V/def2-TZVPD.

CARTESIAN COORDINATES (ANGSTROEM)
Mn 0.04334 0.16044 -0.16514
C 4.37174 -0.52542 0.10729
C 4.84826 0.46265 -0.73856
C 3.94455 1.24096 -1.45033
C 2.59199 1.02211 -1.28421
N 2.13091 0.08592 -0.42260
C 3.00563 -0.67918 0.24132
C 1.54189 1.70522 -2.08218
C 1.79950 2.65830 -3.04817
C 0.74898 3.14492 -3.81356
C -0.53347 2.66414 -3.59501
C -0.72948 1.74420 -2.58814
N 0.28384 1.27640 -1.84470
H 5.04057 -1.17246 0.65582
H 5.91177 0.61877 -0.85902
H 4.30150 1.99511 -2.13555
H 2.59547 -1.44445 0.88315
H 2.80432 3.01403 -3.21935
H 0.93511 3.88580 -4.57930
H -1.37186 3.00394 -4.18543
H -1.71356 1.36598 -2.34758
C -2.11161 -3.43828 -1.82806
C -2.78199 -2.21110 -1.27918
C -4.16102 -2.06059 -1.35316
C -4.73803 -0.88072 -0.91379
C -3.94610 0.12292 -0.39163
C -2.58197 -0.12299 -0.28919
N -2.01114 -1.25214 -0.74592
N -1.64709 0.78250 0.15313
Si -1.74634 2.17198 1.23597
C 0.07082 2.55038 1.62814
C -2.69117 1.71489 2.76537
C -2.45832 3.65844 0.37703
H -2.77760 -4.29767 -1.78592
H -1.20291 -3.67983 -1.28101
H -1.84188 -3.27946 -2.87412
H -4.76732 -2.85309 -1.76806
H -5.80819 -0.74017 -0.99371
H -4.36492 1.06713 -0.06903
H 0.87497 1.83526 1.39434
H 0.15147 2.69996 2.70871
H 0.35852 3.48901 1.14893
H -2.21296 0.89949 3.31253
H -3.70699 1.39912 2.51972
H -2.76835 2.57051 3.43986
H -2.12319 3.73097 -0.66227
H -2.13472 4.56545 0.89430
H -3.54958 3.66441 0.38213
C 0.91602 -1.77303 3.56544
C 0.57410 -0.81188 2.64492
N 0.19341 -1.13746 1.39366
C 0.17081 -2.42526 1.02924
C 0.58008 -3.44847 1.86970
C 0.91710 -3.10861 3.17354
C 0.59352 -4.85176 1.42462
C 0.89781 -5.36157 0.22953
C 1.44549 -4.73615 -0.99052
C 1.70075 -5.54778 -2.08811
C 2.24710 -4.95951 -3.21704
N 2.53826 -3.66516 -3.26749
C 2.27208 -2.97417 -2.16791
N 1.74083 -3.42606 -1.03884
H 1.18267 -1.48505 4.57198
H 0.57915 0.23989 2.89493
H -0.19885 -2.62596 0.03744
H 1.19519 -3.88183 3.87917
H 0.33149 -5.56520 2.19849
H 0.80100 -6.43765 0.13966
H 1.48303 -6.60642 -2.06324
H 2.46040 -5.54212 -4.10505
H 2.51947 -1.92033 -2.19869

## Properties
- highest occupied orbital energy (alpha / beta) (eV) = -13.419 / -13.612
- net charge = +2
- energy above the lowest of the compared OMol25 structures with the same formula, charge and spin (kJ/mol) = 28.4
- orbital gap (alpha / beta) (eV) = 6.8 / 6.9
- spin multiplicity = 5

---

Entry 4:
Below is a 6-piece molecular cluster, C32H74Br3N3O18PS5 overall in a non-equilibrium geometry, with properties calculated with ωB97M-V/def2-TZVPD.

CARTESIAN COORDINATES (ANGSTROEM)
C -1.18262 -2.55418 4.97258
C 0.20120 -2.12976 4.24230
C 0.10633 -2.30520 2.63447
N -1.11435 -1.62415 2.05091
C -0.96133 -1.41602 0.59825
C -0.76565 0.06101 0.04015
N -1.96953 1.01408 0.06401
C -1.91334 1.90404 1.27386
C -1.25752 1.42255 2.64380
C -3.23918 2.77084 1.65273
C -3.87004 2.49225 3.09992
C -1.71966 1.90046 -1.15556
Br 0.20392 2.43474 -1.49567
C -2.45837 3.27053 -1.37256
C -1.83144 4.64748 -0.85714
Br -2.60242 3.49074 -3.38882
C -3.17152 0.09415 -0.09196
C -3.93956 -0.32060 1.24220
C -4.68408 -1.73836 1.27890
C -5.76024 -1.67661 2.48390
O -6.93931 -2.09975 2.35021
O -5.43373 -1.09089 3.76500
P -4.62412 0.79392 -1.18442
O -6.11721 0.08695 -0.77782
Br -4.37881 0.17849 -3.37378
C -2.84778 -1.28898 -0.90867
N -1.97696 -2.24865 -0.16228
H -1.19234 -2.11244 6.03844
H -1.25200 -3.69009 5.07721
H -2.09250 -2.13137 4.40283
H 0.39734 -1.02018 4.46619
H 1.04630 -2.80471 4.64010
H 0.10292 -3.41246 2.34652
H 1.07971 -1.82705 2.23149
H -1.94273 -2.19202 2.28694
H 0.04186 -1.94537 0.33619
H -0.43620 -0.17738 -1.04651
H 0.16640 0.47018 0.53804
H -1.15070 2.74149 0.99937
H -1.13330 2.38366 3.28163
H -0.17988 1.02069 2.56752
H -1.82151 0.69494 3.29528
H -2.99204 3.90162 1.63428
H -4.09546 2.65003 0.90187
H -3.26976 3.13686 3.84930
H -3.91805 1.40198 3.42098
H -4.91408 2.99204 3.09125
H -1.94360 1.21822 -2.06434
H -3.56925 3.33293 -1.06240
H -1.48785 5.27836 -1.76226
H -1.00898 4.59586 -0.07651
H -2.65766 5.30196 -0.37314
H -3.33342 -0.30935 2.20424
H -4.76991 0.47377 1.41008
H -5.21605 -2.04872 0.32566
H -3.96197 -2.59007 1.58323
H -5.86437 -0.20737 3.75494
H -6.61084 0.60951 -0.10864
H -2.27146 -1.08117 -1.89602
H -3.82016 -1.78839 -1.28830
H -1.46284 -2.76946 -0.88860
O 4.85142 -0.34406 0.71736
S 5.66208 0.10486 -0.38667
O 6.37226 1.35561 -0.34964
O 4.78161 0.04591 -1.74686
C 3.52948 0.72122 -1.77546
C 3.70574 2.21695 -1.96280
C 6.80806 -1.17817 -0.80728
H 2.94879 0.50054 -0.87388
H 2.97152 0.31810 -2.62526
H 4.17461 2.67020 -1.08671
H 2.73875 2.70097 -2.11742
H 4.35106 2.42670 -2.81903
H 6.26882 -2.12036 -0.88984
H 7.55081 -1.23943 -0.01150
H 7.29245 -0.92254 -1.75011
O 1.70287 -3.18656 8.99548
S 0.61670 -2.26136 9.18365
O 0.24816 -1.30327 8.17197
O 0.82300 -1.48451 10.58564
C 2.06202 -0.81426 10.81766
C 2.12683 0.51120 10.08227
C -0.82946 -3.17190 9.64705
H 2.90632 -1.45638 10.55108
H 2.12458 -0.63019 11.89294
H 2.16422 0.35879 9.00140
H 3.01712 1.07154 10.37582
H 1.24039 1.11456 10.29317
H -0.56980 -3.86083 10.44938
H -1.17153 -3.72528 8.77217
H -1.59888 -2.47052 9.96877
O 8.18337 -0.19730 -3.60611
S 9.07717 0.54478 -4.45898
O 8.87301 1.94118 -4.73931
O 9.24843 -0.24853 -5.85624
C 8.07394 -0.60189 -6.58882
C 7.50631 0.58653 -7.34178
C 10.73416 0.32517 -3.87545
H 7.32386 -1.04694 -5.92873
H 8.36901 -1.37189 -7.30571
H 7.11187 1.33609 -6.65214
H 6.69403 0.27245 -8.00086
H 8.28181 1.07292 -7.93862
H 10.91235 -0.73666 -3.71168
H 10.83430 0.87238 -2.93783
H 11.42416 0.72676 -4.61692
O 5.17570 -5.46790 -6.49131
S 4.31216 -4.31778 -6.52948
O 4.81964 -2.99526 -6.78943
O 3.42918 -4.27836 -5.17386
C 4.10829 -4.32531 -3.92016
C 4.71056 -2.97992 -3.56208
C 2.98143 -4.64117 -7.65179
H 4.86834 -5.11185 -3.91910
H 3.36396 -4.59665 -3.16707
H 5.52678 -2.72351 -4.24093
H 5.10796 -2.99178 -2.54547
H 3.96279 -2.18687 -3.64232
H 2.55836 -5.61848 -7.42428
H 3.38736 -4.63341 -8.66346
H 2.23231 -3.85713 -7.54477
O -7.57262 2.38490 -1.49521
S -7.67455 3.41341 -2.50078
O -7.31827 4.78048 -2.22500
O -9.15842 3.38037 -3.13688
C -10.28080 3.46143 -2.25689
C -10.52201 4.88410 -1.78824
C -6.80153 2.88514 -3.94840
H -10.15931 2.78074 -1.40935
H -11.15051 3.11880 -2.82264
H -9.71392 5.22537 -1.13749
H -11.45781 4.95214 -1.22944
H -10.56384 5.56965 -2.63808
H -7.10668 1.86893 -4.19416
H -5.73437 2.91352 -3.72538
H -7.02956 3.56924 -4.76541

## Properties
- highest occupied orbital energy (eV) = -11.723
- net charge = +1
- orbital gap (eV) = 8.9

---

Entry 5:
Below is C2Cl2FI3 as an isolated structure in a non-equilibrium geometry, with properties calculated with ωB97M-V/def2-TZVPD.

CARTESIAN COORDINATES (ANGSTROEM)
C -1.91804 0.09046 -0.20813
C 2.26336 0.40334 -0.00509
F -2.70298 -0.80663 0.39971
Cl 0.68205 -0.11004 0.20358
Cl 2.92428 0.28902 -1.61236
I -2.47164 1.97349 0.57515
I -1.95586 0.16239 -2.36444
I 3.06934 2.16306 0.86040

## Properties
- highest occupied orbital energy (alpha / beta) (eV) = -9.018 / -8.495
- net charge = 0
- energy above the lowest of the compared OMol25 structures with the same formula, charge and spin (kJ/mol) = 53.3
- orbital gap (alpha / beta) (eV) = 8.0 / 6.6

---

Entry 6:
Below is a 7-piece molecular cluster, C4H22N2O7S overall in a non-equilibrium geometry, with properties calculated with ωB97M-V/def2-TZVPD.

CARTESIAN COORDINATES (ANGSTROEM)
C -2.45005 0.00582 -0.67613
N -1.29510 0.49958 0.08806
C -1.23216 1.81545 0.32427
N -2.22064 2.72517 -0.10513
O -0.19975 2.34808 0.89581
C -2.54569 0.31834 -2.18829
C -1.28354 -0.24112 -2.88817
S -1.23892 -1.99137 -2.89684
H -2.35425 -1.16075 -0.56886
H -3.33026 0.45280 -0.10050
H -0.51881 -0.13317 0.36959
H -2.00562 3.74201 -0.00007
H -3.12142 2.40160 -0.02021
H -3.37570 -0.24820 -2.60081
H -2.58125 1.43836 -2.39540
H -1.05510 0.28257 -3.88571
H -0.42660 0.18841 -2.38751
H -0.40620 -2.27454 -1.80147
H 0.48975 -3.21142 1.78041
H 0.70025 -1.60833 1.91831
O 0.24017 -2.35175 1.51591
H 2.71673 0.60223 -0.26700
H 2.15295 -0.88608 0.12866
O 2.57401 -0.34077 -0.54684
H 2.71349 2.68643 1.26314
H 1.35888 1.94160 0.59868
O 2.30337 1.90563 0.93297
H 0.08767 1.41200 2.79118
H -0.31115 -0.02041 2.62880
O 0.38481 0.56788 2.44904
H 3.08517 -1.75111 2.09091
H 2.31626 -0.20422 2.39383
O 2.26944 -1.09350 1.93190
H 3.53842 -2.24237 -0.65664
H 2.00823 -2.66815 -0.02640
O 3.01261 -2.90670 -0.08948

## Properties
- highest occupied orbital energy (alpha / beta) (eV) = -12.881 / -12.878
- net charge = +1
- energy above the lowest of the compared OMol25 structures with the same formula, charge and spin (kJ/mol) = 249.8
- orbital gap (alpha / beta) (eV) = 9.0 / 3.9
- spin multiplicity = 2

---

Entry 7:
Below is the molecule C4H6ClNS in a non-equilibrium geometry, with properties calculated with ωB97M-V/def2-TZVPD.

CARTESIAN COORDINATES (ANGSTROEM)
C -1.59425 0.82229 0.01128
C -0.16612 0.32223 -0.00413
N 0.74500 1.28167 0.00541
C 0.11011 -1.07534 -0.02200
Cl -1.19306 -2.19290 0.01185
C 1.39803 -1.65885 0.03324
S 2.88998 -0.89520 0.00633
H -2.14217 0.45393 -0.86578
H -2.11947 0.50457 0.91475
H -1.60074 1.90849 -0.01158
H 1.72371 1.02123 0.11439
H 0.52041 2.26242 -0.07115
H 1.42858 -2.75455 -0.12262

## Properties
- highest occupied orbital energy (eV) = -8.065
- net charge = 0
- energy above the lowest of the compared OMol25 structures with the same formula, charge and spin (kJ/mol) = 9.4
- SMILES string = C/C(N)=C(\Cl)C=S
- orbital gap (eV) = 7.9

---

Entry 8:
Below is the molecule C5H14N2 in a non-equilibrium geometry, with properties calculated with ωB97M-V/def2-TZVPD.

CARTESIAN COORDINATES (ANGSTROEM)
C -2.30407 -1.32348 1.52851
C -1.80476 0.11898 1.22639
N -0.43873 0.11302 0.73749
C 0.27528 1.09270 -0.17520
C 1.55347 0.40579 -0.72259
C 1.23980 -0.83302 -1.49627
N 2.35039 1.31935 -1.47611
H -1.97495 -1.61413 2.52623
H -2.28011 -2.09991 0.77248
H -3.37109 -1.20523 1.84660
H -1.87285 0.58781 2.24527
H -2.58367 0.67215 0.70215
H 0.18059 -0.05742 1.51566
H -0.30719 1.40096 -1.06253
H 0.74620 1.81678 0.50661
H 2.18090 0.03598 0.13823
H 0.57532 -1.56287 -1.00672
H 0.68195 -0.76194 -2.49658
H 2.08295 -1.50928 -1.73590
H 1.92446 1.54478 -2.36151
H 3.14613 1.85899 -1.21220

## Properties
- highest occupied orbital energy (eV) = -8.099
- net charge = 0
- energy above the lowest of the compared OMol25 structures with the same formula, charge and spin (kJ/mol) = 191.8
- SMILES string = CCNC[C@@H](C)N
- orbital gap (eV) = 9.2